No. 1
Formula: C11H23Br8NO
Source: the OMol25 dataset
Level of theory: ωB97M-V/def2-TZVPD

Values from the calculation:
Relative energy (zero: lowest compared OMol25 entry of this formula, charge and spin) (kJ/mol): 195.9
HOMO (eV): -9.429
Multiplicity: 1
Energy (eV): -575656.28120
SMILES: CN(C)C=O.BrCCBr.BrCCBr.BrCCBr.BrCCBr

Each line ends with the Mulliken charge.
Atoms and positions in Å:
C (1.58487, 0.91398, -2.41088)  -0.892
N (0.49924, 1.71901, -1.90915)  0.079
C (0.72279, 3.26128, -2.06878)  -0.910
C (-0.72670, 1.18522, -1.63932)  0.112
O (-1.73393, 1.81942, -1.37250)  -0.574
H (2.46753, 1.39025, -1.98407)  0.303
H (1.61632, 0.89220, -3.50020)  0.279
H (1.41675, -0.09162, -2.02536)  0.347
H (0.25381, 3.67402, -2.96198)  0.303
H (0.22797, 3.80879, -1.26661)  0.322
H (1.72426, 3.66511, -1.92016)  0.338
H (-0.76945, 0.08669, -1.69948)  0.293
Br (0.76178, 5.26173, 5.40688)  -0.160
C (-0.00187, 3.44035, 5.28724)  -0.565
C (-1.43801, 3.41825, 4.98938)  -0.603
Br (-2.12462, 1.58840, 4.76151)  -0.143
H (-0.00883, 2.92971, 6.25020)  0.351
H (0.62206, 2.88293, 4.58862)  0.374
H (-1.72703, 4.05247, 4.15133)  0.392
H (-1.99519, 3.83770, 5.82706)  0.353
Br (-4.10732, -9.80691, -7.06756)  -0.167
C (-3.25889, -7.95067, -6.87487)  -0.657
C (-2.93850, -7.72861, -5.38603)  -0.547
Br (-2.04144, -5.93479, -5.17916)  -0.166
H (-4.00262, -7.20699, -7.16104)  0.389
H (-2.39799, -8.04213, -7.53715)  0.390
H (-2.18453, -8.46752, -5.11468)  0.360
H (-3.92242, -7.91515, -4.95567)  0.398
Br (7.53796, 7.77285, 3.85260)  -0.151
C (7.88447, 7.95162, 1.95800)  -0.591
C (6.54089, 7.63710, 1.15678)  -0.601
Br (6.93335, 7.67689, -0.73974)  -0.155
H (8.66084, 7.28170, 1.58848)  0.382
H (8.24315, 8.95943, 1.74880)  0.370
H (5.68345, 8.26752, 1.39227)  0.390
H (6.20898, 6.62812, 1.40152)  0.357
Br (-4.84975, -8.23651, 2.78671)  -0.122
C (-4.38417, -6.38409, 3.28236)  -0.499
C (-3.91140, -5.69972, 2.04076)  -0.646
Br (-5.50402, -5.15717, 0.92323)  -0.135
H (-3.63979, -6.27091, 4.07053)  0.327
H (-5.28277, -5.98967, 3.75675)  0.360
H (-3.30499, -6.33811, 1.39824)  0.367
H (-3.33424, -4.78215, 2.15511)  0.348



No. 2
Formula: C11H23BrClF2NO10PSi2
Source: the OMol25 dataset
Level of theory: ωB97M-V/def2-TZVPD

Values from the calculation:
Charge: -1
HOMO (eV): -6.040
Multiplicity: 1
Energy (eV): -146781.34407

Each line ends with the Mulliken charge.
Atoms and positions in Å:
C (4.47425, -2.58810, 0.29422)  -0.736
C (4.15733, -2.13094, -1.27051)  -0.392
C (4.35664, -0.49172, -1.36434)  -0.624
C (2.93455, 0.22916, -1.74944)  -0.353
C (2.53725, 1.49820, -0.76197)  -0.683
C (2.46910, 1.06526, 0.83440)  -0.289
Si (0.76855, 0.14409, 1.18405)  -0.415
O (-0.46304, 1.10824, 0.38814)  0.107
Si (-1.73980, 0.08473, -0.31884)  -0.370
C (-2.06165, -1.55069, 0.62799)  -0.818
C (-3.40584, -2.37833, 0.19862)  -0.091
C (-3.65502, -2.54218, -1.40970)  -0.744
Br (-3.16045, -4.26502, 0.93312)  -0.225
N (-3.15577, 1.15305, -0.56198)  1.092
C (-3.58005, 1.28642, -2.00295)  0.199
O (-3.79565, 2.55090, -2.46058)  -0.411
F (-3.73554, 0.20015, -2.99580)  -0.224
C (-4.29734, 0.88490, 0.38436)  0.382
O (-4.20509, 0.62151, 1.69123)  -0.454
F (-5.67863, 0.85775, -0.22604)  -0.295
P (0.46997, 0.36468, 3.39087)  1.121
O (-0.87582, -0.28967, 3.90098)  -0.635
O (1.84473, -0.41510, 4.17988)  -0.563
O (0.46576, 2.03524, 3.88537)  -0.542
H (3.99683, -3.62861, 0.55316)  0.297
H (5.64879, -2.66181, 0.48173)  0.283
H (3.99304, -1.75853, 0.99002)  0.058
H (4.91955, -2.63845, -2.00841)  0.277
H (3.08456, -2.48965, -1.59995)  0.280
H (4.81940, -0.13456, -0.34714)  0.362
H (5.13579, -0.23907, -2.22085)  0.353
H (3.03917, 0.63799, -2.86174)  0.358
H (2.01769, -0.51674, -1.70825)  0.021
H (1.49395, 1.90170, -1.17582)  0.190
H (3.29986, 2.39703, -0.89633)  0.359
H (3.35494, 0.38153, 1.18242)  0.150
H (2.38989, 2.06869, 1.47215)  0.364
H (0.79401, -1.25358, 0.77164)  -0.044
H (-1.21670, -0.30447, -1.65499)  -0.117
H (-1.14394, -2.28722, 0.42918)  0.519
H (-2.10249, -1.40471, 1.79570)  0.344
H (-4.35018, -1.95578, 0.77376)  0.454
H (-4.57163, -1.83739, -1.68778)  0.180
H (-4.06604, -3.65019, -1.57674)  0.417
H (-2.71518, -2.38174, -2.08657)  0.154
H (2.40294, -0.80220, 3.44104)  0.333
H (0.50044, 2.62412, 3.06541)  0.366
O (-1.98178, 5.55583, 0.56832)  -0.720
Cl (-2.27861, 4.50027, -0.38046)  1.673
O (-1.08376, 3.71393, -0.61837)  -0.621
O (-2.72886, 5.08475, -1.62877)  -0.677
O (-3.32013, 3.64631, 0.15653)  -0.648



No. 3
Formula: C11H23BrNO9P3
Source: the OMol25 dataset
Level of theory: ωB97M-V/def2-TZVPD

Values from the calculation:
HOMO (eV): -10.075
Multiplicity: 1
Energy (eV): -129607.15173

Each line ends with the Mulliken charge.
Atoms and positions in Å:
C (4.88000, -0.81798, 0.14714)  -1.139
C (3.51148, -0.20941, -0.44886)  0.079
O (3.62780, 1.23791, -0.49248)  -0.368
C (2.32710, 1.79994, -0.30656)  0.434
O (1.77959, 1.71811, 0.80370)  -0.517
C (1.62428, 2.47393, -1.57731)  -0.480
C (0.04983, 2.71162, -1.34621)  -0.568
C (-0.68891, 1.27392, -1.29483)  0.254
O (-2.01498, 1.37568, -0.71033)  -0.316
P (-2.90718, -0.07727, -0.90961)  0.743
O (-4.28487, 0.37085, -1.42270)  -0.740
O (-3.17046, -0.79048, 0.60360)  -0.288
P (-1.72890, -0.92017, 1.52896)  0.191
P (-2.21636, -0.53771, 3.65130)  0.863
O (-3.71345, -0.61822, 3.90954)  -0.609
O (-1.58192, 1.03002, 3.94247)  -0.444
O (-1.33194, -1.55967, 4.70728)  -0.496
O (-2.26776, -1.10664, -2.09487)  -0.258
C (-1.80733, -2.37051, -1.58726)  -0.117
Br (0.15430, -2.34726, -1.10752)  -0.091
C (-1.91014, -3.40160, -2.83470)  -0.618
C (-1.14051, -4.78799, -2.56638)  -0.937
H (5.01693, -0.42889, 1.21695)  0.286
H (5.79259, -0.47639, -0.43258)  0.288
H (4.84553, -1.96421, 0.15240)  0.318
H (2.59607, -0.58276, 0.12308)  0.124
H (3.39202, -0.59757, -1.52023)  0.203
H (2.14909, 3.44055, -1.87350)  0.367
H (1.76400, 1.74883, -2.44515)  0.299
H (-0.32605, 3.25500, -2.28588)  0.378
H (-0.17825, 3.35942, -0.44590)  0.187
H (-0.67287, 0.88935, -2.36765)  0.311
H (-0.06837, 0.61925, -0.58272)  -0.054
H (-1.35200, -2.32146, 1.46961)  -0.010
H (-0.91341, 1.18993, 3.23971)  0.305
H (-1.02702, -2.35880, 4.22756)  0.327
H (-2.44777, -2.82327, -0.76908)  0.457
H (-1.38967, -2.87053, -3.70210)  0.318
H (-2.99564, -3.54005, -3.15632)  0.370
H (-1.23529, -5.02754, -1.45958)  0.242
H (-0.07070, -4.65085, -2.91669)  0.288
H (-1.60629, -5.57443, -3.24175)  0.325
C (0.18308, 3.61267, 2.95352)  -0.395
C (0.39827, 4.88355, 2.19689)  0.180
N (0.56689, 5.87850, 1.60263)  -0.468
H (-0.84437, 3.27104, 2.81824)  0.211
H (0.86691, 2.84398, 2.58814)  0.137
H (0.36666, 3.77762, 4.01605)  0.423



No. 4
Formula: C11H23CeN2O4P2
Source: the OMol25 dataset
Level of theory: ωB97M-V/def2-TZVPD

Values from the calculation:
Charge: +2
HOMO (spin up / spin down) (eV): -15.472 / -15.481
Multiplicity: 2
Energy (eV): -54439.12087

Each line ends with the Mulliken charge.
Atoms and positions in Å:
Ce (0.88314, 1.14686, 0.74132)  1.393
P (-2.87543, -0.29275, -0.66651)  0.770
C (-2.27141, 0.77694, -2.11331)  -1.150
C (-0.82828, 1.17893, -2.48692)  0.454
N (0.24039, 1.19265, -1.61204)  0.015
C (1.46633, 1.31440, -2.20468)  0.738
C (1.64536, 1.86243, -3.47809)  -0.685
C (0.54274, 2.06788, -4.28595)  -0.700
C (-0.69164, 1.68500, -3.78075)  -0.634
C (2.67152, 1.00580, -1.32434)  -1.505
P (2.79318, -0.65113, -0.43129)  0.523
H (-1.59052, 1.80520, -4.38742)  0.511
H (2.66485, 2.11083, -3.76829)  0.474
H (0.63888, 2.52148, -5.26354)  0.475
H (3.57014, 0.96932, -1.94834)  0.619
H (2.86056, 1.88762, -0.63724)  0.605
H (-2.68879, 0.27449, -2.98583)  0.607
H (-2.84119, 1.72933, -2.04645)  0.521
H (0.26161, -2.92801, -4.46497)  0.302
O (0.62910, -3.39199, -3.73610)  -0.633
H (-0.10044, -3.97191, -3.39058)  0.324
H (-2.75360, -1.73360, -0.50047)  -0.030
O (-1.15395, -0.74508, 0.03236)  -0.716
H (-0.92721, -1.37812, 0.78153)  0.280
C (2.92526, -1.81295, -1.81118)  -1.102
H (3.62802, -1.42069, -2.56010)  0.403
H (3.30051, -2.76284, -1.40345)  0.421
H (1.94113, -1.99364, -2.26586)  0.275
C (4.50994, -0.57223, 0.19886)  -1.159
H (4.67839, -1.46978, 0.81085)  0.405
H (5.22639, -0.55825, -0.63394)  0.372
H (4.65955, 0.31011, 0.83781)  0.397
C (-3.28028, 0.89302, 0.66438)  -0.958
H (-4.36976, 1.08438, 0.74484)  0.372
H (-2.85657, 0.41662, 1.55932)  0.281
H (-2.71488, 1.82237, 0.47215)  0.298
C (-4.61834, -0.57855, -1.29349)  -1.408
H (-5.26484, -0.86885, -0.44654)  0.458
H (-5.11598, 0.27228, -1.80080)  0.396
H (-4.66774, -1.43177, -1.99628)  0.430
O (-0.85723, 2.19712, 3.65840)  -0.325
N (-0.18028, 1.91882, 2.72341)  0.318
O (0.54405, 2.90405, 2.05561)  -0.430



No. 5
Formula: C11H23ClINO2PPr
Source: the OMol25 dataset
Level of theory: ωB97M-V/def2-TZVPD

Values from the calculation:
Charge: +2
HOMO (spin up / spin down) (eV): -15.355 / -15.360
Multiplicity: 3
Energy (eV): -61330.32179

Each line ends with the Mulliken charge.
Atoms and positions in Å:
C (-3.92579, 1.80293, -4.66812)  -0.752
I (-3.10682, 1.41005, -2.69644)  0.109
H (-3.29622, 1.28806, -5.39676)  0.285
H (-3.91120, 2.88696, -4.82807)  0.284
H (-4.95025, 1.41812, -4.68553)  0.287
Pr (-0.65629, -0.51251, -0.30710)  0.831
P (-2.45107, -2.54534, 0.12621)  0.615
C (-3.90615, -2.15968, 0.95930)  -1.147
C (-2.79161, -3.13602, -1.50751)  -1.142
H (-0.57788, -4.02445, 0.49088)  0.375
H (-2.18588, -4.65631, 0.99397)  0.422
H (-1.31104, -3.47225, 2.02220)  0.371
C (-1.53056, -3.78391, 0.98789)  -1.144
H (-1.87396, -3.35435, -2.07669)  0.369
H (-3.36606, -4.05121, -1.35085)  0.429
H (-4.46189, -3.09587, 0.99563)  0.397
H (-4.49326, -1.39139, 0.43349)  0.361
H (-3.38873, -2.40891, -2.08006)  0.362
H (-3.71223, -1.79612, 1.98036)  0.372
C (-2.17951, 0.65134, 0.82589)  0.292
O (-2.95366, 1.43220, 1.41801)  -0.191
Cl (0.68827, -2.08239, -1.35009)  -0.310
O (0.46280, 1.32637, -0.16620)  -0.634
C (1.74908, 1.37679, 0.13220)  0.892
C (2.32722, 2.74637, 0.13197)  -0.579
C (2.85518, 3.11047, 1.51888)  -0.648
C (4.19514, 2.44959, 1.86686)  -0.623
C (4.19547, 0.92601, 1.98722)  -0.556
C (3.83315, 0.17803, 0.69794)  -0.874
N (2.37401, 0.25835, 0.42834)  0.121
H (3.11215, 2.80718, -0.63191)  0.359
H (1.53790, 3.44808, -0.13165)  0.282
H (3.03372, 4.18574, 1.52043)  0.377
H (2.09858, 2.90059, 2.28897)  0.310
H (4.93253, 2.74213, 1.10732)  0.312
H (4.52805, 2.85031, 2.82442)  0.335
H (5.21373, 0.62841, 2.23147)  0.361
H (3.53965, 0.58650, 2.80132)  0.283
H (4.37972, 0.57565, -0.16685)  0.367
H (4.08365, -0.86217, 0.82361)  0.438
H (1.89009, -0.65338, 0.44904)  -0.003



No. 6
Formula: C11H23ClINO2PTi
Source: the OMol25 dataset
Level of theory: ωB97M-V/def2-TZVPD

Values from the calculation:
Charge: +2
Relative energy (zero: lowest compared OMol25 entry of this formula, charge and spin) (kJ/mol): 0.0
HOMO (spin up / spin down) (eV): -16.439 / -16.581
Multiplicity: 2
Energy (eV): -70377.55789

Each line ends with the Mulliken charge.
Atoms and positions in Å:
C (-2.48292, 1.37634, -0.42527)  -0.883
I (-1.62881, -0.07668, 2.66711)  0.245
H (-2.43224, 0.71071, -1.39437)  0.303
H (-1.97150, 2.24363, -0.84849)  0.435
H (-3.56889, 1.48814, -0.38099)  0.558
Ti (-0.89844, -0.53939, -0.43333)  0.590
P (-3.14867, -1.48832, 0.05245)  0.884
C (-4.39470, -0.77991, 1.23120)  -1.170
C (-4.22821, -1.54155, -1.46616)  -1.249
H (-2.40062, -3.73990, -0.16557)  0.373
H (-4.09258, -3.70024, 0.37054)  0.427
H (-2.77789, -3.35306, 1.52496)  0.311
C (-3.10961, -3.23814, 0.49356)  -1.101
H (-3.64447, -1.94835, -2.30617)  0.376
H (-5.10677, -2.19031, -1.28051)  0.460
H (-5.36022, -1.30504, 1.15351)  0.446
H (-4.55655, 0.29323, 1.07726)  0.314
H (-4.58092, -0.52406, -1.72660)  0.368
H (-4.03816, -0.90737, 2.25649)  0.390
C (-2.09593, 1.35252, 1.05777)  0.331
O (-2.41362, 2.45493, 1.50965)  -0.380
Cl (-0.55194, -2.17733, -1.83364)  -0.384
O (0.73236, 0.56603, -0.35586)  -0.511
C (2.00122, 0.73729, -0.50077)  0.482
C (2.60430, 2.07122, -0.29796)  -0.785
C (3.51935, 2.13521, 0.94036)  -0.562
C (4.88217, 1.53831, 0.65089)  -0.697
C (4.85752, 0.07484, 0.33571)  -0.605
C (4.22787, -0.28131, -1.00298)  -0.732
N (2.76267, -0.28445, -0.90591)  -0.030
H (3.11292, 2.30998, -1.24828)  0.429
H (1.73126, 2.72906, -0.18661)  0.327
H (3.58706, 3.21259, 1.21331)  0.381
H (3.06408, 1.61338, 1.78407)  0.333
H (5.34584, 2.10506, -0.13989)  0.339
H (5.48067, 1.71973, 1.54512)  0.335
H (5.87988, -0.30017, 0.28420)  0.344
H (4.38934, -0.47938, 1.13661)  0.349
H (4.51658, 0.47727, -1.75367)  0.296
H (4.52620, -1.27591, -1.34739)  0.450
H (2.26237, -1.07859, -1.28436)  0.214